1.
{"formula": "C16H25CaN3O3Se", "method": "ωB97M-V with the def2-TZVPD basis set", "elements": ["Ca", "C", "O", "C", "C", "O", "C", "H", "H", "H", "H", "H", "H", "H", "H", "H", "H", "O", "C", "C", "C", "C", "C", "C", "N", "H", "H", "H", "H", "H", "H", "H", "H", "H", "H", "H", "Se", "N", "C", "C", "C", "C", "C", "C", "N", "H", "H", "H", "H"], "positions_angstrom": [[-0.291, 1.260, 0.666], [-0.851, 0.817, 4.012], [0.057, 1.287, 2.999], [1.372, 0.809, 3.420], [2.378, 1.477, 2.508], [1.938, 1.130, 1.167], [3.081, 0.764, 0.411], [-0.531, 1.224, 4.998], [-0.869, -0.293, 4.066], [-1.851, 1.182, 3.757], [1.374, -0.276, 3.320], [1.547, 1.045, 4.472], [3.396, 1.064, 2.700], [2.394, 2.553, 2.613], [3.888, 1.452, 0.659], [2.809, 0.790, -0.653], [3.405, -0.266, 0.676], [-0.806, -0.793, 0.414], [-0.686, -2.022, 0.684], [-1.964, -2.807, 1.009], [-1.997, -4.090, 0.163], [-1.209, -4.234, -1.159], [0.221, -4.681, -1.000], [1.066, -3.506, -0.471], [0.498, -2.725, 0.673], [-2.772, -2.074, 0.825], [-1.921, -3.031, 2.089], [-3.043, -4.297, -0.136], [-1.739, -4.968, 0.811], [-1.292, -3.299, -1.774], [-1.755, -4.996, -1.762], [0.668, -5.004, -1.971], [0.332, -5.548, -0.285], [1.295, -2.763, -1.257], [2.016, -3.896, -0.119], [0.641, -3.199, 1.550], [-0.304, 0.781, -2.901], [-0.516, 2.030, -1.578], [-0.756, 3.199, -2.248], [-0.977, 4.469, -1.674], [-1.051, 5.549, -2.523], [-1.023, 5.396, -3.920], [-0.900, 4.173, -4.533], [-0.710, 3.050, -3.698], [-0.436, 1.847, -4.224], [-1.059, 4.548, -0.576], [-1.171, 6.552, -2.115], [-1.090, 6.298, -4.490], [-0.805, 4.022, -5.596]], "forces_ev_per_a": [[0.13, 0.68, 0.09], [-0.61, 0.11, 0.56], [0.52, -0.71, 0.96], [0.08, 0.68, -0.41], [-0.17, -1.24, 0.42], [0.50, 0.37, 0.60], [0.47, -0.85, -0.81], [-0.41, -0.27, -0.69], [0.12, 0.60, -0.12], [0.18, -0.06, 0.18], [0.18, -0.07, -0.14], [-0.08, 0.20, -0.12], [-0.78, 0.32, -0.15], [-0.01, 0.29, 0.06], [0.05, 0.04, -0.49], [0.27, 0.10, 0.30], [-0.23, 0.55, -0.13], [0.79, -2.34, -0.13], [-1.66, 0.25, -0.20], [0.97, 1.32, -0.17], [-0.95, -1.59, 0.13], [-1.05, -0.03, -0.69], [0.95, 0.17, 0.50], [0.40, 0.51, -0.58], [0.79, 0.50, 0.12], [0.12, -0.75, 0.13], [-0.22, -0.05, -0.31], [0.34, 0.38, 0.48], [-0.08, 0.74, -0.49], [0.24, -0.55, 0.44], [0.32, 0.49, 0.43], [-0.34, 0.25, 0.71], [-0.36, 0.79, -0.74], [-0.20, -0.47, 0.14], [0.16, 0.22, 0.09], [-0.45, -0.56, 0.08], [0.39, -1.14, 1.53], [-0.41, 0.51, -1.43], [0.38, -1.47, -0.17], [0.09, 0.28, 0.40], [-0.27, -0.43, 1.28], [0.09, -0.65, -1.02], [0.39, 1.04, 0.61], [0.05, 0.17, -0.35], [-0.57, 1.28, 0.48], [0.11, 0.19, -0.74], [0.02, -0.25, -0.05], [-0.07, 0.25, -0.46], [-0.21, 0.20, -0.15]], "total_energy_ev": -111381.823, "lumo_ev": -6.672, "de_lowest_ev": 0.0000, "e_homo_ev": -14.4, "gap_ev": 7.7, "charge": 2}

2.
{"formula": "C22H22N3OsPSTe", "method": "ωB97M-V with the def2-TZVPD basis set", "elements": ["Os", "C", "N", "C", "C", "N", "C", "S", "C", "C", "C", "C", "C", "N", "H", "H", "H", "H", "H", "H", "H", "H", "H", "Te", "C", "P", "C", "C", "C", "C", "C", "C", "C", "C", "C", "C", "C", "C", "H", "H", "H", "H", "H", "H", "H", "H", "H", "H", "H", "H", "H"], "positions_angstrom": [[1.904, -0.153, -0.283], [1.468, -1.846, 4.505], [0.750, -2.316, 3.310], [-0.431, -3.041, 3.314], [-0.772, -3.254, 2.035], [0.218, -2.659, 1.243], [1.133, -2.083, 2.055], [2.579, -1.250, 1.636], [0.193, -2.707, -0.178], [-0.400, -3.812, -0.765], [-0.565, -3.842, -2.134], [-0.117, -2.767, -2.886], [0.507, -1.729, -2.239], [0.678, -1.682, -0.893], [1.005, -2.302, 5.374], [1.398, -0.763, 4.563], [2.511, -2.146, 4.448], [-0.921, -3.332, 4.228], [-1.635, -3.737, 1.613], [-0.713, -4.645, -0.154], [-1.039, -4.693, -2.605], [-0.229, -2.737, -3.960], [0.902, -0.889, -2.787], [3.949, 0.016, -1.533], [1.934, 3.332, -1.015], [0.909, 1.854, -0.937], [0.139, 1.738, 0.684], [-0.631, 0.584, 0.919], [-1.150, 0.340, 2.194], [-0.922, 1.242, 3.213], [-0.184, 2.405, 2.971], [0.353, 2.650, 1.725], [-0.375, 2.054, -2.170], [0.008, 2.078, -3.514], [-0.926, 2.360, -4.496], [-2.245, 2.615, -4.141], [-2.632, 2.580, -2.809], [-1.701, 2.302, -1.817], [1.297, 4.217, -0.991], [2.484, 3.326, -1.956], [2.648, 3.346, -0.192], [-0.927, -0.052, 0.095], [-1.773, -0.530, 2.366], [-1.342, 1.070, 4.196], [-0.043, 3.125, 3.767], [0.942, 3.543, 1.560], [1.037, 1.881, -3.798], [-0.627, 2.387, -5.535], [-2.973, 2.847, -4.908], [-3.660, 2.780, -2.538], [-2.011, 2.293, -0.781]], "forces_ev_per_a": [[1.28, 0.42, -0.14], [-0.11, -0.06, -0.17], [0.00, -0.07, 0.31], [0.14, 0.07, 0.04], [0.02, 0.05, -0.09], [-0.32, 0.04, -0.27], [0.39, -0.03, 0.05], [-0.41, 0.12, 0.21], [0.01, -0.07, 0.26], [0.02, -0.06, -0.11], [-0.08, -0.10, 0.00], [0.02, 0.01, 0.00], [-0.09, -0.14, 0.03], [-0.51, -0.18, -0.37], [0.00, 0.01, 0.02], [0.01, 0.02, 0.01], [0.01, -0.02, 0.01], [0.01, 0.01, -0.01], [0.02, 0.01, 0.01], [0.01, 0.00, 0.00], [0.03, 0.00, -0.01], [0.01, 0.01, 0.00], [-0.03, 0.06, 0.00], [-0.20, 0.02, -0.02], [-0.01, 0.07, 0.01], [-0.11, -0.06, 0.37], [-0.30, -0.10, 0.04], [-0.12, 0.14, 0.21], [0.02, -0.02, -0.20], [0.09, 0.12, 0.06], [-0.04, -0.05, 0.09], [0.18, -0.11, -0.01], [0.04, -0.04, -0.25], [0.02, -0.08, 0.01], [-0.02, -0.02, 0.00], [0.01, 0.00, -0.01], [0.01, -0.03, 0.02], [-0.02, 0.00, -0.03], [0.00, 0.02, 0.02], [0.00, -0.01, 0.00], [0.02, -0.02, -0.01], [-0.02, 0.00, -0.05], [0.02, 0.02, -0.02], [-0.01, 0.01, -0.02], [0.02, -0.01, -0.01], [-0.04, 0.01, -0.01], [0.00, 0.03, 0.02], [0.00, 0.01, 0.01], [0.01, -0.01, 0.01], [0.01, 0.01, 0.00], [0.01, 0.03, 0.00]], "total_energy_ev": -57512.229, "lumo_ev": [-7.465, -7.462], "de_lowest_ev": 0.0000, "e_homo_ev": [-13.9, -13.9], "gap_ev": [6.4, 6.4], "charge": 2}

3.
{"formula": "Cl2Na4O8", "method": "ωB97M-V with the def2-TZVPD basis set", "elements": ["Na", "Na", "Na", "Na", "Cl", "O", "O", "O", "O", "Cl", "O", "O", "O", "O"], "positions_angstrom": [[-0.493, -2.526, 1.004], [-0.833, 0.605, -3.120], [-0.649, -2.552, -2.115], [1.892, 0.704, -2.299], [-0.471, 1.563, 2.072], [-1.868, 1.463, 2.165], [0.156, 0.880, 3.155], [-0.282, 0.972, 0.798], [0.185, 2.863, 1.908], [0.435, -0.794, -0.729], [0.690, -2.182, -0.873], [-0.451, -0.236, -1.705], [-0.004, -0.616, 0.603], [1.693, -0.144, -0.864]], "forces_ev_per_a": [[-0.49, -1.60, 2.13], [-2.93, 4.30, -6.01], [-2.77, -2.16, -3.07], [2.67, 4.96, -6.50], [1.42, 4.50, 0.75], [-2.33, 1.03, 1.63], [0.25, -1.06, -0.31], [-0.26, 9.42, -0.93], [-1.49, -0.53, 1.19], [3.29, 1.69, 10.04], [2.27, -3.82, -1.94], [-0.05, -3.39, 2.60], [1.08, -9.88, -4.57], [-0.68, -3.47, 4.98]], "total_energy_ev": -59051.540, "lumo_ev": -9.634, "de_lowest_ev": 11.7197, "e_homo_ev": -13.3, "gap_ev": 3.7, "charge": 2}

4.
{"formula": "C8H12N5S", "method": "ωB97M-V with the def2-TZVPD basis set", "elements": ["C", "C", "C", "C", "C", "C", "C", "C", "N", "N", "N", "N", "N", "S", "H", "H", "H", "H", "H", "H", "H", "H", "H", "H", "H", "H"], "positions_angstrom": [[1.689, 0.280, -0.823], [0.744, 2.020, 0.595], [2.923, 1.006, -0.731], [2.015, 2.583, 0.649], [0.575, 0.816, -0.077], [-2.752, 0.988, 1.184], [-0.041, -3.094, -1.876], [-0.840, 0.156, -0.235], [3.059, 2.008, 0.023], [-0.048, -1.705, -1.481], [-0.815, -1.226, -0.671], [-1.548, 0.232, 1.012], [-1.067, -0.653, 2.039], [-3.256, 1.951, -0.021], [1.666, -0.632, -1.307], [-0.096, 2.583, 1.101], [3.670, 0.400, -1.123], [2.211, 3.493, 1.172], [-3.425, 0.793, 2.114], [1.114, -3.373, -1.724], [-0.415, -3.053, -2.976], [-0.602, -3.718, -1.252], [-1.387, 0.897, -0.770], [-1.439, -1.678, 0.005], [-0.146, -0.268, 2.410], [-1.792, -0.805, 2.765]], "forces_ev_per_a": [[-0.76, 3.63, 2.78], [-0.82, 1.08, 0.85], [-3.85, -3.78, -0.07], [-0.11, -1.36, -1.10], [1.26, -1.83, -2.47], [0.49, -1.16, -0.42], [2.49, 0.78, -1.03], [2.18, 2.32, 2.43], [1.06, 3.42, 1.65], [-0.59, 0.29, -1.03], [-0.42, 0.36, 0.95], [-2.00, -0.36, 1.97], [0.93, 0.43, -0.03], [-0.34, 0.21, 0.43], [0.05, -1.18, -1.00], [0.90, -0.97, -0.62], [2.27, 0.09, -0.89], [0.06, 0.35, 0.33], [1.83, 0.21, -1.38], [-2.52, 0.38, -1.00], [1.05, -0.40, 1.80], [-1.16, -1.00, 0.80], [-0.81, 0.06, -1.86], [-0.24, -1.47, -0.27], [-1.82, -0.51, -0.18], [0.88, 0.40, -0.63]], "smiles": "C/N=[NH+]/[C@H](c1ccncc1)N(N)C=S", "total_energy_ev": -26764.631, "lumo_ev": -5.455, "de_lowest_ev": 4.7596, "e_homo_ev": -12.4, "gap_ev": 6.9, "charge": 1}

5.
{"formula": "C33H31Cl5CrN4O8P", "method": "ωB97M-V with the def2-TZVPD basis set", "elements": ["Cr", "Cl", "C", "C", "C", "N", "C", "O", "C", "C", "C", "C", "C", "N", "C", "C", "C", "Cl", "N", "C", "O", "C", "C", "C", "C", "C", "N", "H", "H", "H", "H", "H", "H", "H", "H", "H", "H", "C", "C", "C", "C", "C", "C", "C", "O", "C", "C", "C", "H", "H", "H", "H", "H", "H", "H", "H", "H", "H", "H", "H", "C", "O", "P", "O", "C", "O", "C", "H", "H", "H", "H", "H", "H", "H", "H", "H", "Cl", "C", "Cl", "Cl", "C", "O", "O"], "positions_angstrom": [[-1.088, 0.929, -0.079], [-5.682, -2.527, 3.581], [-4.383, -1.459, 3.150], [-3.933, -1.464, 1.838], [-2.884, -0.649, 1.457], [-2.354, -0.609, 0.143], [-2.184, -1.779, -0.500], [-1.963, -1.860, -1.707], [-2.108, -3.078, 0.271], [-2.851, -4.174, -0.142], [-2.723, -5.357, 0.562], [-1.834, -5.403, 1.626], [-1.109, -4.262, 1.931], [-1.238, -3.109, 1.277], [-2.325, 0.240, 2.383], [-2.778, 0.251, 3.694], [-3.801, -0.608, 4.074], [-4.333, -0.572, 5.726], [-1.337, 1.070, 1.834], [-0.600, 1.939, 2.561], [-0.535, 2.068, 3.772], [0.201, 2.855, 1.662], [0.909, 3.915, 2.194], [1.534, 4.790, 1.324], [1.423, 4.576, -0.041], [0.713, 3.477, -0.493], [0.122, 2.625, 0.348], [-4.421, -2.109, 1.120], [-3.515, -4.087, -0.990], [-3.305, -6.227, 0.288], [-1.702, -6.302, 2.211], [-0.395, -4.273, 2.746], [-2.341, 0.920, 4.417], [0.917, 4.036, 3.268], [2.084, 5.641, 1.704], [1.871, 5.250, -0.757], [0.583, 3.265, -1.545], [6.991, -0.556, 1.117], [5.532, -0.687, 0.787], [4.555, -0.418, 1.732], [3.199, -0.511, 1.441], [2.227, -0.297, 2.570], [2.837, -0.889, 0.136], [1.460, -0.902, -0.331], [0.561, -0.185, 0.105], [3.813, -1.228, -0.829], [3.449, -1.677, -2.224], [5.145, -1.102, -0.487], [7.144, -0.277, 2.158], [7.457, 0.205, 0.488], [7.516, -1.494, 0.932], [4.852, -0.142, 2.737], [2.536, -0.907, 3.420], [1.201, -0.548, 2.326], [2.250, 0.742, 2.902], [1.215, -1.569, -1.166], [2.886, -0.917, -2.769], [2.841, -2.583, -2.213], [4.355, -1.898, -2.785], [5.904, -1.337, -1.224], [-0.037, -1.839, -3.746], [0.309, -0.567, -3.192], [-0.692, 0.541, -2.573], [-1.876, 0.548, -3.635], [-3.259, 0.626, -3.235], [0.181, 1.828, -3.017], [1.252, 1.862, -3.948], [0.782, -2.105, -4.414], [-0.965, -1.763, -4.307], [-0.155, -2.584, -2.965], [-3.808, -0.053, -3.883], [-3.602, 1.648, -3.369], [-3.380, 0.330, -2.196], [1.309, 2.876, -4.341], [1.097, 1.171, -4.776], [2.193, 1.619, -3.451], [-2.479, 4.211, -2.847], [-3.404, 4.210, -1.323], [-3.621, 5.867, -0.781], [-4.996, 3.461, -1.586], [-2.638, 3.359, -0.256], [-2.424, 3.806, 0.835], [-2.347, 2.187, -0.727]], "forces_ev_per_a": [[-1.13, 0.19, 0.05], [0.06, 0.06, 0.01], [-0.07, -0.09, -0.06], [-0.12, 0.03, 0.02], [-0.03, 0.04, -0.23], [0.30, 0.02, 0.51], [0.17, -0.12, -0.04], [0.08, 0.11, -0.35], [-0.08, 0.05, -0.02], [0.00, -0.06, -0.01], [0.01, -0.02, 0.03], [-0.02, 0.00, -0.02], [0.02, 0.01, 0.01], [0.01, -0.09, 0.04], [0.20, 0.18, -0.03], [-0.05, 0.00, 0.11], [0.02, 0.06, 0.13], [0.00, -0.03, -0.09], [-0.13, -0.24, -0.20], [0.22, 0.22, 0.01], [-0.04, -0.05, -0.04], [-0.09, -0.17, 0.06], [-0.02, -0.01, -0.02], [0.03, 0.03, 0.04], [-0.02, 0.00, -0.03], [0.00, -0.03, 0.06], [0.31, -0.23, -0.07], [0.00, 0.01, 0.02], [0.00, 0.03, -0.02], [0.01, 0.00, 0.01], [0.00, -0.01, 0.01], [0.03, 0.03, 0.02], [-0.01, -0.02, -0.03], [0.02, 0.01, 0.00], [0.00, 0.01, -0.01], [0.01, 0.01, 0.01], [0.04, 0.02, 0.05], [0.00, 0.00, 0.00], [0.08, 0.00, 0.01], [-0.02, -0.03, -0.01], [0.09, -0.08, 0.00], [0.01, 0.06, -0.03], [-0.24, -0.01, -0.02], [-0.51, -0.03, -0.02], [0.88, 0.04, 0.13], [0.08, 0.00, 0.04], [0.03, 0.03, 0.00], [-0.06, -0.02, -0.03], [-0.01, 0.00, 0.01], [0.00, 0.00, 0.00], [0.00, -0.01, 0.00], [0.01, 0.01, 0.02], [0.01, 0.02, 0.01], [-0.07, -0.02, -0.06], [-0.05, 0.04, -0.02], [0.05, 0.07, 0.03], [-0.01, -0.01, 0.02], [-0.01, -0.02, 0.01], [0.01, 0.00, -0.01], [0.01, 0.01, 0.00], [-0.01, 0.09, -0.14], [0.07, -0.02, 0.29], [0.02, 0.15, -0.10], [-0.13, -0.11, -0.02], [0.08, -0.08, -0.07], [0.09, 0.06, 0.19], [0.03, 0.04, -0.29], [-0.03, -0.02, -0.02], [-0.03, -0.04, 0.01], [-0.01, -0.02, 0.04], [-0.03, 0.00, 0.02], [-0.02, -0.03, -0.02], [-0.01, -0.02, 0.03], [-0.01, -0.01, 0.03], [-0.02, 0.01, 0.02], [-0.02, -0.03, 0.01], [-0.03, 0.00, 0.09], [-0.02, 0.05, -0.06], [0.01, -0.02, 0.01], [0.07, 0.01, 0.01], [-0.23, -0.06, -0.20], [0.06, 0.17, 0.22], [0.14, -0.16, -0.06]], "total_energy_ev": -157391.086, "lumo_ev": [-1.116, -0.947], "de_lowest_ev": 0.0000, "multiplicity": 2, "e_homo_ev": [-7.5, -7.5], "gap_ev": [6.4, 6.6]}